[1]
The following is a quantum chemistry calculation of a molecular structure, C16H22N5S7W, from the OMol25 dataset.

**HOMO level (alpha / beta)**: -0.363 / -0.363 Ha
**Frontier orbital gap (alpha / beta)**: 6.41 / 6.41 eV
**Relative energy (zero: lowest compared OMol25 entry of this formula, charge and spin)**: 0.00 kJ/mol
**Total charge**: +1

Positions of all 51 atoms, in Å:
C 2.1584 -1.3404 0.0994
C 3.1731 -5.6093 -1.5411
H 1.8280 2.7866 1.0180
C 0.3952 3.0949 2.4696
S -0.2623 2.7485 -7.3953
C -0.1925 2.4250 -5.8091
C -0.1777 2.5756 -3.2140
H -1.8319 -0.9568 -0.6627
S 0.3079 0.1608 -2.1825
H 0.9052 1.0934 3.0383
H -2.1135 3.4940 1.0259
S -0.3363 3.6511 -4.5724
S 1.8552 0.2841 0.7072
H -2.8861 -0.7718 1.3702
H 0.6879 3.8388 0.5723
W -0.1563 1.2236 -0.1397
H -2.3023 2.3843 3.2219
C -2.6999 2.5795 1.1106
H -0.4523 3.7795 2.4987
C 1.7730 -5.6227 -1.4729
H -1.8274 -2.1488 1.6059
S -0.1992 3.1061 -1.5629
H -3.7542 2.8590 1.1667
S 3.7888 -1.8594 -0.1563
H -0.3515 1.8286 4.0417
S 0.0209 0.8186 -5.1591
C 1.0746 -4.5250 -1.0205
C -0.0165 1.2701 -3.4782
H 1.1882 3.5382 3.0729
N -2.3956 1.7700 -0.0806
C -1.8389 -1.0761 1.4063
C 0.0301 1.7402 3.0198
H -0.0063 -4.5272 -0.9717
H -3.0462 0.9911 -0.1504
H -2.5274 2.3262 -0.9205
N -0.9840 1.1006 2.1475
C -2.3107 1.7636 2.3243
N -1.1973 -0.7808 0.1101
H 4.9750 -4.4920 -1.2108
H -1.5537 -0.4740 3.4663
N 0.8228 2.9539 1.0543
H -3.0612 0.9910 2.4920
H 1.2347 -6.5079 -1.7830
H -0.0631 -0.7296 2.5410
C -1.0814 -0.3437 2.4878
C 1.7917 -3.3939 -0.6288
C 3.1873 -3.3887 -0.7008
H 3.6970 -6.4845 -1.9004
N 1.2358 -2.2084 -0.1618
H -0.4002 -1.4372 -0.0347
C 3.8951 -4.4987 -1.1582

***

[2]
The following is a quantum chemistry calculation of C23H29NO6 in the gas phase, from the OMol25 dataset.

**HOMO level**: -0.317 Ha
**Frontier orbital gap**: 8.83 eV
**SMILES**: CCc1cc(=O)oc2cc(C)cc(O[C@H](C)C(=O)NC[C@H]3CC[C@@H](C(=O)O)CC3)c12
**Relative energy (zero: lowest compared OMol25 entry of this formula, charge and spin)**: 32.92 kJ/mol
**Total charge**: 0

Positions of all 59 atoms, in Å:
O 2.0766 -0.9418 -0.1250
C -2.1626 2.5240 0.4087
C -0.5742 -1.8986 1.2680
C -0.2973 -1.3137 2.6520
H -4.0648 -1.5329 -2.6667
H 1.4605 -0.2508 1.9833
C -2.2153 0.2212 -1.2016
O -1.0954 2.2291 -0.4770
H -2.6242 4.1198 1.7712
H 0.0501 -3.5692 0.0566
H 2.5524 3.6541 -3.2071
O 1.2757 -1.1531 -2.8322
C -2.3546 1.4426 1.4872
H -3.1077 2.6300 -0.1410
C 0.1307 -0.6167 -2.3604
C -2.1753 -1.0195 -1.8357
C 1.1893 -0.9718 2.7547
H 2.2352 4.8324 -1.9347
H 1.4094 -0.5342 3.7313
C 1.2184 2.9651 -1.6473
C -1.1128 1.0565 -1.1665
C -1.1973 -0.1134 2.9660
C 1.2674 1.5023 -1.9711
H -3.9456 -1.8053 -0.9328
H -0.8946 3.7609 1.6436
H -0.5252 -2.0756 3.4074
H 3.3060 -2.3710 -1.5664
O 2.9942 -2.8708 -0.7681
H 0.3011 3.3762 -2.0747
H -0.0648 -3.9235 1.7839
N -1.2128 0.8944 1.9303
C 2.4107 3.7780 -2.1361
H 1.8089 -2.9379 3.3688
H -0.3334 1.1605 1.5144
H -0.3047 -1.1690 0.5040
C 2.3972 0.9116 -2.4308
C 0.2417 -3.1696 1.0545
C 2.0322 -2.2307 2.5657
H -1.6372 -2.1228 1.1592
H 3.0927 -1.9778 2.6268
H -3.1318 0.5093 -0.7138
H -1.7125 4.6300 0.3393
C -1.8247 3.8498 1.0875
C 2.2829 -2.1208 0.0531
H 2.2675 -3.8867 1.2011
H 1.1316 3.0716 -0.5635
H 3.3239 3.4859 -1.6241
H -0.8886 -2.4215 -2.8377
C 0.0873 0.6805 -1.8216
H 3.3283 1.4411 -2.5315
C 1.7495 -2.9232 1.2268
O 3.4779 -1.1494 -2.8460
H -3.1465 -2.9125 -2.0639
H -2.2353 -0.4368 3.0827
O -3.4581 1.1646 1.9108
C -3.4014 -1.8741 -1.8720
C -0.9872 -1.4443 -2.3932
C 2.4592 -0.4942 -2.7065
H -0.8724 0.3418 3.9103

***

[3]
The following is a quantum chemistry calculation of a molecular structure, C7H6AuClO9P2, from the OMol25 dataset.

**HOMO level (alpha / beta)**: -0.332 / -0.355 Ha
**Frontier orbital gap (alpha / beta)**: 7.08 / 5.24 eV
**Multiplicity**: 3
**Relative energy (zero: lowest compared OMol25 entry of this formula, charge and spin)**: 0.00 kJ/mol
**Total charge**: 0

Positions of all 26 atoms, in Å:
P 3.5589 0.8369 -0.9487
O 3.6059 -0.3215 -1.8464
H -1.7991 -3.7708 0.2610
O 2.0604 4.4133 -1.1047
H 0.1282 3.4389 -2.4380
O 1.1088 -1.6062 1.4343
C -2.1208 -2.7559 0.4605
C -3.9641 -1.1473 0.5933
Au 1.2388 0.6257 1.0399
H 0.3337 -3.3389 0.8241
H 5.5006 1.3670 -1.6190
C 0.1733 -2.2731 1.0439
O 0.1908 2.7923 -1.7272
O 2.4800 1.9036 -1.4917
O 3.2274 0.6179 0.5465
P 1.5394 3.0656 -0.8859
H -3.4031 0.8301 1.1983
O 1.1831 2.6414 0.5549
O -0.9265 0.5009 1.4307
O 4.9280 1.6542 -0.8998
C -1.2135 -1.8074 0.8510
H -5.0192 -0.9402 0.4828
Cl -4.5674 -3.6550 -0.1798
C -3.0890 -0.1833 0.9883
C -1.6693 -0.4480 1.1139
C -3.4851 -2.4402 0.3179

***

[4]
The following is a quantum chemistry calculation of C6H9N in the gas phase, from the OMol25 dataset.

**HOMO level**: -0.328 Ha
**Frontier orbital gap**: 10.01 eV
**SMILES**: C1[C@H]2N1CC21CC1
**Relative energy (zero: lowest compared OMol25 entry of this formula, charge and spin)**: 301.00 kJ/mol
**Total charge**: 0

Positions of all 16 atoms, in Å:
H -0.7333 2.1283 -0.3159
C -1.0782 -0.6065 0.1209
H 1.6954 -1.4908 -0.2115
H -1.7749 -1.1817 -0.4845
C -0.3574 1.3457 0.3506
H 0.2962 1.7913 1.1115
C -1.0456 -0.6010 1.5894
H -1.8357 -1.1197 2.1260
C 0.8118 -0.0680 -1.7104
C 1.5405 -0.4399 -0.4436
H -0.0727 -0.5951 2.0827
N -1.5338 0.5944 0.8898
H 0.4436 -0.8828 -2.3302
C 0.1499 0.1078 -0.3870
H 1.1500 0.8005 -2.2690
H 2.3442 0.2174 -0.1186

***

[5]
The following is a quantum chemistry calculation of a molecular structure, C58H46BCaIN7OP2S2, from the OMol25 dataset.

**HOMO level**: -0.163 Ha
**Frontier orbital gap**: 6.34 eV
**Total charge**: -1

Positions of all 119 atoms, in Å:
C -1.9938 1.9505 3.9699
C -2.5606 0.4062 -5.4809
H 2.9915 4.8584 2.3444
C -0.9340 -1.3697 2.5970
H -1.0888 6.8569 0.4562
C -4.6857 2.4391 -1.7586
H -1.8989 -2.3772 -1.3644
H 4.7652 -1.2280 -3.6486
H 1.3338 -2.8279 -4.1600
C -2.0343 2.1424 1.6050
C -2.7422 1.0429 -1.2639
H -1.3458 2.9731 5.7420
C -2.1110 2.2544 5.4431
H 0.5660 0.7804 -5.2984
N 3.3090 3.3433 0.7310
H -6.2221 2.7017 -4.2185
C 1.8715 1.7380 4.7064
C 0.5011 -3.2304 -3.6008
H -2.5341 -3.2914 1.3023
H 3.9332 1.2052 -1.5290
H -2.3786 -4.7535 -1.5469
C -0.7044 4.7010 0.0481
N 2.9350 2.3291 -0.0743
H 5.0847 4.4062 1.1006
H -4.9951 3.9501 -4.3561
P 0.0326 -2.0744 1.1349
C -1.7320 0.8164 1.4278
C -1.6940 0.5815 3.7984
C 2.1158 -2.5511 3.0754
H -3.3302 -5.6218 1.4676
C -4.4162 2.3202 -3.0920
C -0.2493 -2.4131 -2.7614
N 2.0123 2.9037 2.8397
H -2.3032 3.8162 2.9473
C 4.0046 1.9845 -0.7838
C 3.8189 -0.1319 -5.2403
N 1.4420 1.7279 2.4926
C -2.1119 2.7525 2.8777
C -2.2663 -5.4167 1.4478
H 3.6879 -2.8159 4.5049
C -1.9085 0.8876 6.1522
H 5.2820 -1.3619 3.2895
H -0.9136 -0.9126 -5.1102
C 3.3914 -2.3396 3.5781
C 2.6287 0.4160 -5.6947
H 2.6038 0.9578 -6.6323
C -0.4541 -3.8264 1.3298
C 1.4770 -0.3746 -3.7302
H 2.3629 -0.7412 0.2425
C -3.3516 1.5043 -3.5200
N 1.8087 -3.1397 -0.8741
N 0.2527 3.8587 0.4244
C -1.5954 -0.2065 -4.6513
C 5.1037 2.7721 -0.4313
H -5.5327 3.0039 -1.3893
H -1.0127 -6.2055 -3.0217
C 2.6868 -0.9015 -3.2668
C 0.0064 -6.1890 1.4486
H -1.0749 0.9255 6.8555
H 0.7278 -6.9962 1.4573
C 3.8462 -0.7916 -4.0198
H -1.6995 -7.4866 1.5584
C -0.9730 -2.0250 3.8120
C -3.8580 1.7421 -0.8613
C -1.8217 -4.1075 1.3588
C 3.9036 -0.9350 1.7018
O -2.9183 -1.1434 0.1797
C 2.6309 -1.1633 1.2060
C 1.4655 0.2971 -4.9469
H -4.1350 1.7180 0.1845
C -0.8107 -5.1432 -2.9625
H -2.6029 0.1556 -6.5341
C 0.6837 5.8371 1.3004
H 1.9465 1.4174 5.7314
C -2.4326 0.8724 -2.6618
N 1.1069 4.5696 1.1850
H 0.9893 0.0126 3.6065
Ca 0.7242 1.5660 -0.2734
C -1.2960 -2.9775 -2.0343
C -5.1470 2.8708 -4.2914
H -4.1295 2.8535 -6.2430
C -1.4403 -0.0309 2.5613
C -3.3981 1.3169 -4.9180
C -1.3522 -6.4623 1.4955
H 1.2554 6.5520 1.8679
H -0.6741 -3.0657 3.8369
H -1.4739 4.3733 -0.6342
B 2.3861 3.9702 1.8039
H 6.1019 2.7343 -0.8300
H 2.7432 3.8009 4.5962
C 1.3674 1.0208 3.6154
H -2.7929 0.5911 6.7192
H -2.2356 2.7573 0.7437
S 3.4495 -5.3317 -1.5343
C 2.2747 2.9361 4.1561
C -4.5138 2.1454 -5.5075
C -1.3282 -1.4179 5.0355
I 0.5650 3.0470 -2.8970
H -1.3026 -1.9987 5.9503
H 4.7220 -0.0379 -5.8308
P 0.1088 -0.6207 -2.5273
C -1.6225 -0.0851 5.0330
C -1.5739 -4.3310 -2.1360
H 1.5170 -4.6804 1.2955
H 1.4351 -3.1890 3.6226
C 0.4559 -4.8772 1.3664
C 1.7091 -1.9473 1.8885
C -1.4337 0.0590 -3.3101
H 4.5911 -0.3061 1.1495
C 2.4928 -4.0474 -1.1525
H 0.8447 -5.2118 -4.3259
H 2.7095 -1.4343 -2.3192
S -1.9271 -0.0702 -0.1322
C 4.6079 3.6213 0.5379
H -5.2406 1.5122 -6.0197
C 0.2248 -4.5871 -3.6954
C -0.4915 5.9717 0.5867
H -3.0803 2.6979 5.6764
C 4.2857 -1.5242 2.8971

***

[6]
The following is a quantum chemistry calculation of a molecular structure, C17H19NPSYb, from the OMol25 dataset.

**HOMO level (alpha / beta)**: -0.187 / -0.182 Ha
**Frontier orbital gap (alpha / beta)**: 4.67 / 4.53 eV
**Multiplicity**: 2
**Relative energy (zero: lowest compared OMol25 entry of this formula, charge and spin)**: 38.23 kJ/mol
**Total charge**: 0

Positions of all 40 atoms, in Å:
Yb -0.2061 -0.1875 -2.4544
H 0.0349 -3.5473 -2.8518
H 0.3629 1.4354 -0.2714
H -4.5084 -0.5515 3.5156
H -1.6568 -2.5601 1.0039
H -1.0844 -0.5420 -6.5186
C -0.7135 -0.0505 -5.6423
H 2.6046 3.1228 3.1894
N 0.2614 0.4526 -0.4896
C -1.1475 -0.5330 1.5730
H -0.9255 1.4980 2.3051
H 1.0003 2.0976 -2.6580
H -0.7644 -3.1696 -0.8961
H 3.9406 -0.8735 4.0799
C -2.7549 0.5919 2.9747
P 0.0778 -2.6313 -1.8312
C -3.1717 -1.6701 2.2418
H 1.0272 2.2486 1.5252
H -3.8000 -2.5582 2.2307
H -0.7150 -1.9596 -4.6160
C -1.5399 0.6036 2.2668
C 3.3757 1.1864 3.7420
C 2.4121 -0.7063 2.5772
C -0.4567 -0.9156 -4.6255
C 3.3016 -0.1957 3.5169
C 0.4649 1.6176 -3.4395
H 0.3146 3.1359 -4.8084
S 0.4458 -0.5874 0.7033
H 4.0710 1.5802 4.4801
C 1.5794 0.1637 1.8503
C 2.5529 2.0447 3.0147
C 1.6523 1.5367 2.0595
C 0.0771 2.1089 -4.6530
H -0.7040 1.8483 -6.6238
H 2.3544 -1.7802 2.4089
C -3.5699 -0.5402 2.9641
C -1.9648 -1.6701 1.5455
H 1.3218 -2.8502 -1.2566
H -3.0589 1.4708 3.5445
C -0.4909 1.3364 -5.6767

***

Which value of total charge does entry 3 give?
0

***

The lowest total charge belongs to which entry?
C58H46BCaIN7OP2S2

***

Among the records above, which one has the lowest total charge?
C58H46BCaIN7OP2S2